(1)
C3H3N3O2 | ωB97M-V/def2-TZVPD

```
! RIJCOSX wB97M-V def2-TZVPD def2/J DEFGRID3
* xyz 0 1
O -0.302 -0.125 2.276
O 0.495 1.883 -1.641
N -0.632 2.486 -0.823
N -0.117 -1.828 0.736
N -0.853 1.687 0.063
C -0.258 0.477 -0.053
C 0.571 0.613 -1.165
C -0.240 -0.528 1.099
H -0.051 -2.616 1.350
H 1.405 0.027 -1.551
H -0.018 -2.076 -0.290
*
```

The energy above the lowest of the compared OMol25 structures with the same formula, charge and spin is 306.4 kJ/mol. As for the SMILES: NC(=O)c1conn1. The calculation puts the largest force on an atom at 3.0 eV Å⁻¹. Its orbital gap is 0.3851 Eh.

=====

(2)
C5H8N | ωB97M-V/def2-TZVPD

```
! RIJCOSX wB97M-V def2-TZVPD def2/J DEFGRID3
* xyz 1 1
N -1.300 0.342 -0.369
C 3.529 0.316 -0.009
C 2.226 0.036 0.062
C 1.051 -0.289 -0.206
C -0.364 -0.677 -0.255
C -2.703 0.249 0.119
H -3.087 -0.778 -0.277
H -2.623 0.125 1.156
H -0.416 -1.686 -1.005
H -0.357 -1.111 0.787
H -3.267 1.219 -0.131
H -0.771 1.258 -0.177
H 3.744 1.359 0.185
H 4.339 -0.362 0.121
*
```

The energy above the lowest of the compared OMol25 structures with the same formula, charge and spin is 546.2 kJ/mol. The calculation puts the largest force on an atom at 3.4 eV Å⁻¹. Its orbital gap (spin up / spin down) is 0.2147 / 0.2146 Eh.

=====

(3)
HNO2 | ωB97M-V/def2-TZVPD

```
! RIJCOSX wB97M-V def2-TZVPD def2/J DEFGRID3
* xyz 0 1
O 1.325 1.214 0.009
O 1.620 -0.934 0.013
N 0.984 0.083 -0.035
H -0.069 -0.181 0.125
*
```

The energy above the lowest of the compared OMol25 structures with the same formula, charge and spin is 54.2 kJ/mol. As for the SMILES: O=[NH+][O-]. The calculation puts the largest force on an atom at 4.3 eV Å⁻¹. Its orbital gap is 0.4385 Eh.

=====

(4)
C11H16Cl3NO2PPr | ωB97M-V/def2-TZVPD

```
! RIJCOSX wB97M-V def2-TZVPD def2/J DEFGRID3
* xyz 2 3
Pr 0.116 -1.022 -0.274
Cl 1.108 1.367 5.580
Cl 2.542 -0.727 -0.955
Cl 1.889 -3.584 -3.009
P 0.004 1.643 -1.554
O -2.730 1.097 1.258
O -0.679 -3.346 -2.639
N 0.569 -0.667 2.187
C -1.815 0.582 0.771
C 0.160 -3.816 -3.393
C 0.054 1.071 -3.294
C 0.750 -1.928 2.631
C 1.049 -2.206 3.966
C 1.465 2.752 -1.526
C 1.174 -1.211 4.921
C 0.640 0.335 3.126
C 0.961 0.083 4.466
C -1.349 2.885 -1.634
C -0.048 -4.566 -4.668
H -1.178 3.610 -2.450
H 0.655 -2.750 1.906
H 0.475 1.358 2.814
H 0.920 0.413 -3.448
H 1.191 -3.227 4.261
H -2.305 2.365 -1.826
H -1.114 -4.721 -4.866
H 0.472 -5.530 -4.628
H 0.406 -3.996 -5.488
H 1.442 3.451 -2.374
H -0.885 0.557 -3.545
H 2.373 2.137 -1.599
H -1.393 3.441 -0.679
H 1.465 3.336 -0.593
H 0.157 1.934 -3.960
H 1.420 -1.404 5.965
*
```

The calculation puts the largest force on an atom at 5.3 eV Å⁻¹. Its orbital gap (spin up / spin down) is 0.2721 / 0.3003 Eh.

=====

(5)
C18H33ClDyIN2OP2 | ωB97M-V/def2-TZVPD

```
! RIJCOSX wB97M-V def2-TZVPD def2/J DEFGRID3
* xyz 2 6
Dy -1.217 -0.405 0.964
I -0.278 2.940 -1.131
Cl -0.470 -1.312 -1.266
P 1.598 1.546 -1.192
P -2.196 -2.441 1.480
O 0.164 0.830 2.316
N -0.554 2.877 4.901
N 0.385 2.333 4.032
C 2.224 0.209 -0.392
C 3.473 1.761 5.788
C 2.426 2.990 -0.499
C -3.644 -1.875 0.439
C 1.213 2.543 -2.932
C 3.026 0.970 -2.253
C 4.368 2.361 4.866
C 1.794 2.177 4.205
C 2.682 2.472 3.141
C -1.794 2.122 3.308
C -2.474 -2.144 3.221
C -1.556 -3.994 0.790
C 0.009 3.578 5.993
C 2.125 1.458 5.439
C -1.827 2.847 4.484
C -2.959 3.401 5.278
C 3.959 2.760 3.612
C -0.436 1.723 3.055
H -4.069 -0.899 0.725
H -0.864 4.069 6.459
H 0.605 1.867 -3.567
H 3.785 1.407 6.778
H -1.165 -3.901 -0.294
H 3.237 1.855 -2.890
H 2.327 -0.913 -0.921
H 0.672 3.478 -2.734
H -2.262 -4.860 0.810
H -2.784 -1.086 3.413
H -3.044 2.867 6.278
H 0.748 4.353 5.783
H -4.469 -2.618 0.458
H -3.339 -2.682 3.628
H 3.260 0.447 0.029
H 1.749 3.675 0.037
H 5.372 2.611 5.202
H 2.693 0.061 -2.815
H 3.864 0.662 -1.577
H -0.610 -4.326 1.278
H 2.292 2.528 2.108
H 1.523 -0.259 0.470
H -3.346 -1.698 -0.615
H 3.151 2.661 0.254
H 4.635 3.187 2.866
H 2.025 3.143 -3.366
H 1.343 0.956 6.120
H 0.553 2.929 6.685
H 2.904 3.500 -1.328
H -2.948 4.506 5.374
H -1.514 -2.241 3.784
H -3.851 3.045 4.675
H -2.593 1.784 2.692
*
```

The calculation puts the largest force on an atom at 11.4 eV Å⁻¹. Its orbital gap (spin up / spin down) is 0.1644 / 0.2386 Eh.

=====

(6)
C8H10BOS | ωB97M-V/def2-TZVPD

```
! RIJCOSX wB97M-V def2-TZVPD def2/J DEFGRID3
* xyz -1 1
S -3.390 1.096 1.544
O 0.273 1.716 -2.299
C 2.006 -2.055 0.370
C -0.163 1.182 -1.284
C -1.461 1.574 -0.613
C 0.878 -2.315 -0.366
C 0.642 0.023 -0.694
C 1.771 0.277 0.050
C 0.187 -1.253 -0.917
C 2.467 -0.782 0.590
B -1.530 1.353 1.025
H 0.502 -3.319 -0.532
H -1.066 2.325 1.582
H -0.940 0.376 1.416
H 2.046 1.318 0.189
H -0.720 -1.381 -1.499
H -3.546 -0.239 1.398
H -1.634 2.627 -0.865
H 3.357 -0.600 1.183
H 2.566 -2.882 0.801
H -2.247 0.958 -1.078
*
```

The calculation puts the largest force on an atom at 1.7 eV Å⁻¹. Its orbital gap is 0.2705 Eh.

=====

(7)
C4H5F2N | ωB97M-V/def2-TZVPD

```
! RIJCOSX wB97M-V def2-TZVPD def2/J DEFGRID3
* xyz 0 1
F -1.986 -0.124 1.424
F -2.385 0.806 -0.405
N 0.694 0.733 -0.683
C -1.365 0.606 0.452
C 1.896 0.692 -0.349
C -0.165 -1.481 -0.242
C -0.193 -0.161 -0.150
H -0.998 1.536 0.916
H 2.356 0.099 0.545
H -1.109 -2.101 -0.040
H 2.608 1.284 -0.689
H 0.648 -1.890 -0.781
*
```

The energy above the lowest of the compared OMol25 structures with the same formula, charge and spin is 136.7 kJ/mol. As for the SMILES: C=NC(=C)C(F)F. The calculation puts the largest force on an atom at 5.0 eV Å⁻¹. Its orbital gap is 0.3796 Eh.

=====

(8)
CH3ClF2 | ωB97M-V/def2-TZVPD

```
! RIJCOSX wB97M-V def2-TZVPD def2/J DEFGRID3
* xyz 0 1
Cl -1.612 0.016 -0.301
F 1.734 -0.701 -0.277
F 0.887 1.338 -0.220
C 0.595 0.016 -0.119
H -1.690 -0.242 0.956
H -0.104 -0.250 -0.919
H 0.189 -0.177 0.880
*
```

The energy above the lowest of the compared OMol25 structures with the same formula, charge and spin is 288.0 kJ/mol. The calculation puts the largest force on an atom at 9.4 eV Å⁻¹. Its orbital gap is 0.3824 Eh.